No. 1
The following is a quantum chemistry calculation of a molecular structure, C4H16N2O2 in a non-equilibrium geometry, from the Open Molecules 2025 dataset.

XYZ file:
```
24
Properties=species:S:1:pos:R:3:forces:R:3
C 0.006922 -1.810616 -0.203386 0.21 0.65 -0.25
C -0.506572 -1.103946 1.125704 -0.40 -2.14 -1.84
C -0.304935 0.349367 1.234674 0.51 1.48 -3.55
N -1.302857 1.095889 0.283450 2.67 -1.55 -1.86
C -0.594324 2.145058 -0.595791 0.01 -0.68 1.35
N 0.270128 1.517569 -1.537633 -1.56 -1.51 0.05
H 0.026703 -2.931346 -0.158722 -0.82 1.02 0.13
H 1.002030 -1.573605 -0.654461 -0.29 0.66 0.80
H -0.733888 -1.325006 -0.995800 0.62 -1.30 0.41
H -1.581675 -1.219958 0.931565 0.00 -0.52 1.01
H -0.177467 -1.686974 1.970786 -0.06 0.10 0.52
H 0.742493 0.541026 0.814022 -1.00 0.05 0.63
H -0.352493 0.827342 2.170348 -0.27 0.42 1.41
H 2.774994 -0.238431 2.045592 -0.55 -1.08 0.35
H -1.334121 2.636699 -1.148647 -1.23 1.14 -0.23
H -0.002509 2.738241 0.090256 -0.07 0.48 -0.19
H -2.832567 -1.252348 -1.411352 -0.66 -0.77 0.34
H 1.096130 1.123325 -1.080372 0.94 -0.86 -0.16
H 3.202166 0.165942 -0.684405 -0.13 -0.55 0.06
H 2.445192 -0.903188 2.284663 0.55 0.98 -0.17
O 2.342946 0.306715 -0.268280 -0.38 1.12 -0.31
H -1.870881 0.376520 -0.481216 0.40 0.00 0.99
H -0.212261 0.880447 -2.222156 0.74 0.84 0.75
O -2.103158 -0.658715 -1.508846 0.76 2.04 -0.24
```
Positions in Å, forces in eV/Å.

LUMO (eV): -4.56
ΔE to the lowest compared entry with this formula, charge and spin (kcal/mol): 234.35
Kohn-Sham gap (eV): 4.36
HOMO energy (eV): -8.92

***

No. 2
The following is a quantum chemistry calculation of C7H5NO in the gas phase in a non-equilibrium geometry, from the Open Molecules 2025 dataset.

XYZ file:
```
14
Properties=species:S:1:pos:R:3:forces:R:3
C 4.591603 -0.134793 0.167931 0.35 0.16 1.56
C 3.405166 -0.153992 -0.146581 0.37 0.05 0.27
C 1.997057 -0.180793 -0.386920 1.44 0.02 0.66
C 0.793165 -0.208598 -0.243454 -0.40 -1.17 0.14
C -0.649486 -0.295302 -0.079698 0.57 2.43 -0.02
C -1.495126 -1.455198 0.034073 -1.24 -2.15 -0.56
O -2.749017 -1.377478 -0.029911 1.87 -0.16 0.47
C -1.235506 0.999408 -0.054780 -0.58 -0.12 0.51
N -2.591699 1.195765 0.117430 1.24 0.22 -1.44
H 5.590601 -0.086078 0.808978 -2.78 -0.18 -2.20
H -1.072030 -2.568471 0.123516 -0.30 2.43 -0.16
H -0.504422 1.899565 -0.077281 -1.65 -1.51 -0.16
H -3.123072 0.257732 0.028636 0.71 1.61 0.01
H -2.957229 2.108232 -0.261945 0.41 -1.61 0.92
```
Positions in Å, forces in eV/Å.

LUMO (eV): 0.01
ΔE to the lowest compared entry with this formula, charge and spin (kcal/mol): 100.44
Structure (SMILES): C#CC#C/C(C=O)=C/N
Kohn-Sham gap (eV): 8.37
HOMO energy (eV): -8.36

***

No. 3
The following is a quantum chemistry calculation of C3H4O3 in the gas phase in a non-equilibrium geometry, from the Open Molecules 2025 dataset.

XYZ file:
```
10
Properties=species:S:1:pos:R:3:forces:R:3
O 1.921206 0.641959 -0.314190 -0.21 0.07 -0.11
C 1.383580 -0.387884 0.472771 -0.17 -0.26 0.25
C -0.095096 -0.589677 0.561011 0.20 0.30 -0.29
O -0.662442 0.304213 -0.249952 0.09 -0.34 0.17
C -2.060302 0.232604 -0.381418 -0.69 -0.58 -0.37
O -2.633654 -0.660453 -0.911981 0.70 0.59 0.42
H 1.201503 0.999222 -0.850433 0.16 0.03 -0.01
H 1.743936 -1.381279 0.144067 -0.04 0.11 0.02
H 1.740856 -0.289320 1.508993 -0.08 -0.03 -0.11
H -2.522127 1.136677 0.020023 0.04 0.11 0.04
```
Positions in Å, forces in eV/Å.

LUMO (eV): 0.39
ΔE to the lowest compared entry with this formula, charge and spin (kcal/mol): 88.04
Kohn-Sham gap (eV): 9.86
HOMO energy (eV): -9.47

***

No. 4
The following is a quantum chemistry calculation of a molecular structure, C35H27P2PtS2 in a non-equilibrium geometry, from the Open Molecules 2025 dataset.

XYZ file:
```
67
Properties=species:S:1:pos:R:3:forces:R:3
Pt -1.720894 -0.283394 1.718131 -0.26 -0.21 -0.88
S -1.318194 2.869306 0.038631 -0.29 0.46 0.11
P -0.396094 1.355206 -0.786769 -0.15 0.11 -0.05
C -1.016794 -0.141794 -0.157369 1.28 -0.45 0.04
P -0.506794 -1.767094 -0.536669 -0.30 -0.05 -0.50
S -1.588294 -2.929394 0.656131 -0.21 0.07 0.46
C -0.919394 -2.088394 -2.296969 0.06 0.09 0.34
C -2.171594 -1.605594 -2.663669 -0.07 0.03 0.08
C -2.605894 -1.695994 -3.969469 -0.03 -0.05 -0.05
C -1.789094 -2.282294 -4.923369 0.00 -0.05 -0.06
C -0.555494 -2.794094 -4.557969 0.07 -0.09 -0.19
C -0.115194 -2.701894 -3.247769 0.02 0.03 0.22
C 1.263906 -2.242894 -0.419069 -0.29 0.40 0.24
C 2.225206 -1.566894 -1.163269 -0.21 -0.11 -0.05
C 3.564406 -1.871494 -1.012869 0.19 0.04 -0.10
C 3.953606 -2.854694 -0.114969 0.04 -0.02 -0.01
C 2.999806 -3.524794 0.634931 0.19 -0.04 0.04
C 1.660406 -3.210094 0.496331 -0.15 -0.05 -0.08
C 1.387306 1.664606 -0.539469 -0.36 -0.22 0.09
C 2.046406 2.626606 -1.295169 -0.08 -0.09 -0.05
C 3.330806 3.003706 -0.952569 0.11 0.11 -0.10
C 3.957406 2.424306 0.141131 0.07 0.01 0.10
C 3.289506 1.480406 0.906531 0.12 0.03 0.09
C 2.002006 1.104806 0.571331 -0.19 -0.18 0.03
C -0.616694 1.361906 -2.606369 -0.09 -0.08 0.30
C 0.352706 1.003506 -3.533669 -0.01 0.02 0.26
C 0.047706 0.990206 -4.881669 0.08 -0.07 -0.24
C -1.225694 1.317806 -5.315169 0.05 0.02 -0.07
C -2.199194 1.664506 -4.391969 -0.05 0.04 -0.11
C -1.896394 1.681006 -3.045469 0.00 0.15 0.06
H -2.784294 -1.138994 -1.901269 -0.05 0.03 -0.04
H -3.570194 -1.293394 -4.244969 -0.07 0.02 -0.04
H -2.113594 -2.334094 -5.952969 -0.02 -0.03 -0.09
H 0.077206 -3.258894 -5.302569 0.03 -0.03 -0.04
H 0.852206 -3.099594 -2.969769 0.03 0.01 0.00
H 1.907106 -0.803594 -1.859369 0.09 0.06 -0.05
H 4.308006 -1.335594 -1.589169 0.01 0.01 -0.01
H 5.001306 -3.098594 -0.001069 0.05 0.01 0.01
H 3.301206 -4.292694 1.334931 0.02 -0.01 0.04
H 0.906306 -3.716094 1.084031 -0.03 0.02 0.02
H 1.534706 3.088406 -2.130869 0.05 0.06 0.02
H 3.834006 3.773106 -1.523869 0.06 -0.01 -0.04
H 4.959606 2.729106 0.413131 0.04 0.01 0.00
H 3.761006 1.053106 1.780031 0.07 -0.05 0.04
H 1.442506 0.387606 1.171931 0.16 0.10 -0.04
H 1.353306 0.754206 -3.205569 0.04 0.00 -0.02
H 0.815106 0.722106 -5.594969 0.02 -0.04 -0.08
H -1.454694 1.299706 -6.371569 -0.03 0.01 -0.08
H -3.193694 1.923506 -4.725469 -0.10 0.01 -0.03
H -2.635594 1.962506 -2.305869 -0.05 0.03 -0.02
C -1.250494 3.197806 5.990931 -0.03 -0.01 0.26
C -1.211094 3.225206 4.589031 0.01 0.01 -0.30
C -1.428794 2.082306 3.874231 0.05 0.12 -0.24
C -1.706594 0.857406 4.513831 -0.07 -0.10 0.21
C -1.910794 -0.327094 3.737931 0.00 -0.45 0.40
C -2.225694 -1.481094 4.435931 0.02 0.17 -0.31
C -2.345294 -1.496294 5.834831 0.03 -0.01 0.30
C -2.108394 -0.370294 6.575131 -0.14 -0.26 0.12
C -1.786094 0.841806 5.932331 0.07 -0.05 -0.29
C -1.536794 2.033106 6.646131 0.05 0.22 0.14
H -1.056694 4.107206 6.545331 -0.01 0.02 0.07
H -1.010994 4.151906 4.073831 0.06 0.12 -0.08
H -1.402594 2.081306 2.784231 0.06 0.18 0.15
H -2.395894 -2.406394 3.894131 0.05 0.03 -0.02
H -2.613294 -2.422094 6.330631 0.01 -0.02 0.06
H -2.179194 -0.396694 7.656731 0.00 0.02 0.03
H -1.572294 2.013006 7.728631 -0.03 -0.02 0.07
```
Positions in Å, forces in eV/Å.

LUMO (spin up / spin down) (eV): 2.58 / 1.94
2S+1: 3
Net charge: -1
Kohn-Sham gap (spin up / spin down) (eV): 6.87 / 6.70
HOMO energy (spin up / spin down) (eV): -4.29 / -4.76

***

No. 5
The following is a quantum chemistry calculation of C8H8O4 in the gas phase in a non-equilibrium geometry, from the Open Molecules 2025 dataset.

XYZ file:
```
20
Properties=species:S:1:pos:R:3:forces:R:3
C 2.208318 2.074279 0.185837 -2.96 4.18 -3.10
O 2.005359 0.935509 -0.539827 -0.75 -0.53 0.60
C 0.980319 0.228914 0.002142 -3.50 0.62 -1.70
C -0.385077 0.719423 0.095895 2.40 -0.38 -0.63
C -1.471783 -0.100006 0.057983 2.33 -2.12 0.44
C -2.757284 0.515108 -0.202997 1.68 -0.23 2.03
O -2.892730 1.686670 -0.017329 -1.49 0.77 -0.86
O -3.652742 -0.401212 -0.436005 -2.66 -0.64 -0.76
C -1.216862 -1.504046 0.204228 0.63 1.31 0.41
C 0.077736 -1.948386 0.304656 1.11 -0.44 -1.67
C 1.150594 -1.112650 -0.101989 -2.08 0.68 2.37
O 2.399000 -1.375618 -0.354430 1.66 1.99 0.80
H 1.251940 2.491073 0.626615 0.73 -0.35 -0.65
H 2.517048 2.832147 -0.595427 0.30 -0.47 1.43
H 2.782152 1.957839 0.994810 3.01 -0.50 2.79
H -0.616280 1.745414 -0.016057 0.14 1.00 -0.04
H -3.262551 -1.286087 -0.333368 -0.22 0.53 -0.29
H -1.952244 -2.253531 0.361008 -0.85 -0.44 0.12
H 0.312595 -2.997875 0.405877 -0.25 -0.23 0.15
H 2.522484 -2.206967 -0.641624 0.80 -4.76 -1.47
```
Positions in Å, forces in eV/Å.

LUMO (eV): 0.45
ΔE to the lowest compared entry with this formula, charge and spin (kcal/mol): 58.27
Structure (SMILES): COc1cc(C(=O)O)ccc1O
Kohn-Sham gap (eV): 9.14
HOMO energy (eV): -8.68

***

No. 6
The following is a quantum chemistry calculation of 14 unconnected molecules or ions with the total composition C10H48N8O17 in a non-equilibrium geometry, from the Open Molecules 2025 dataset.

XYZ file:
```
83
Properties=species:S:1:pos:R:3:forces:R:3
C 0.082295 0.509713 -0.499452 0.40 -0.98 -1.73
O -0.356349 0.600760 -1.669670 0.51 -0.73 0.26
N 1.029309 -0.423616 -0.130413 0.35 0.15 -0.07
N -0.382050 1.376878 0.405653 -0.25 0.74 2.01
H 1.587234 -0.321818 0.723576 -0.80 0.25 -0.21
H 1.442532 -1.091674 -0.803456 -0.67 0.86 0.23
H -0.106478 1.195179 1.368309 -0.12 0.04 -0.34
H -1.379356 1.639062 0.367064 0.81 -0.21 -0.28
C -3.345228 -0.472833 0.469624 -0.45 1.71 -0.32
O -3.798323 0.583699 0.896736 -0.46 0.51 0.64
N -2.253858 -1.029094 0.988022 0.50 0.05 1.60
N -3.814283 -1.047743 -0.647976 1.67 -3.67 -0.87
H -2.018197 -0.609086 1.899817 0.48 -0.73 -0.81
H -1.793991 -1.809856 0.549213 0.26 -0.12 0.24
H -4.699564 -0.916971 -1.041331 -1.24 0.89 -0.11
H -3.461715 -2.030780 -0.740555 -0.56 1.49 -0.28
C 3.561809 0.800078 2.356891 -0.50 -0.96 -0.58
O 2.353956 0.912862 2.401827 -2.27 -0.17 0.15
N 4.167211 -0.404347 2.266516 -0.48 -2.36 -0.82
N 4.321906 1.857921 2.369754 3.05 1.40 0.05
H 5.036596 -0.432077 1.767344 0.38 0.14 0.09
H 3.544381 -1.203177 1.958675 0.85 1.18 0.91
H 3.944438 2.751331 2.349784 -1.51 1.65 0.10
H 5.311435 1.906822 2.219271 0.20 -0.78 0.09
C -0.213208 5.429489 -0.761554 -4.65 1.93 -0.86
O -0.482621 6.235057 0.154203 0.38 -0.26 -0.34
N -1.012194 5.384791 -1.909888 3.10 -1.32 0.40
N 0.757877 4.574561 -0.664768 1.90 -1.67 -1.00
H -1.914419 5.734802 -1.756846 -1.22 0.32 -0.13
H -0.819186 4.561558 -2.530202 -1.04 1.14 0.73
H 1.230549 4.758081 0.151707 1.73 0.08 2.19
H 0.747572 3.597189 -0.884425 -0.48 -0.08 -0.63
O -0.493477 4.914734 2.879014 -0.45 0.36 0.16
H -0.740413 5.501293 2.117769 0.34 -0.23 0.53
H -0.686587 5.372168 3.724630 0.15 -0.17 -1.01
O 2.072331 -2.606976 -2.039565 0.83 0.52 0.12
H 3.011671 -2.470451 -2.227486 -0.03 -0.37 0.37
H 1.615944 -2.105870 -2.737523 -0.49 0.14 -0.25
O -2.050498 2.233967 2.753094 1.10 1.17 -0.15
H -1.772326 3.161972 2.880662 -0.28 -0.27 -0.06
H -2.989655 2.138571 2.787010 -1.05 -0.01 -0.22
O 0.240409 -1.387036 -3.533956 1.95 -2.50 -1.32
H -0.188154 -0.682090 -3.127742 -1.70 2.34 1.22
H -0.272375 -1.895666 -4.167675 -0.27 0.34 0.22
O 2.138766 3.975947 1.910171 -0.10 -1.06 -0.47
H 1.749845 3.096624 1.697410 0.52 0.53 0.30
H 1.414524 4.394193 2.381522 -0.38 0.39 0.38
O 0.062740 -2.708793 2.954778 -0.92 0.53 -0.58
H -0.447524 -1.902585 3.206218 0.74 -0.74 0.15
H 0.704042 -2.923834 3.626687 0.10 0.36 0.41
O -0.785607 0.211763 3.502195 0.73 -0.04 -0.38
H 0.148723 0.263226 3.219118 -0.41 0.03 0.37
H -1.206549 1.095009 3.266367 0.31 -0.87 0.36
C 3.570387 -4.541660 0.350956 -0.51 1.04 -1.55
C 2.470178 -3.811570 1.095292 -1.02 -2.67 1.08
O 3.052522 -3.064029 2.132609 0.71 0.84 1.14
O 4.397244 -3.578928 -0.356382 -0.62 -0.95 -0.65
H 3.091592 -5.223817 -0.371571 0.37 0.50 -0.19
H 4.210253 -5.177840 0.936174 0.14 -0.16 0.85
H 1.789961 -4.607121 1.585491 0.74 1.00 -0.86
H 1.790705 -3.203541 0.449942 0.98 -0.15 0.61
H 3.595680 -3.602635 2.763578 -0.93 0.43 -1.12
H 4.895600 -3.046598 0.255947 0.07 0.06 0.57
C -3.810047 2.155378 -3.208420 0.31 0.81 -0.28
C -2.702329 2.430354 -2.223365 0.59 -0.04 -0.75
O -1.515794 2.792714 -2.973979 -0.11 -0.79 0.79
O -4.906004 1.727966 -2.448260 -0.44 -0.38 0.39
H -3.481357 1.438065 -3.972767 -0.12 0.00 0.17
H -4.009843 3.135566 -3.689020 -0.09 -0.51 -0.17
H -2.511922 1.575439 -1.578956 -0.03 -0.14 -0.15
H -3.012412 3.252038 -1.605461 -0.06 0.55 0.46
H -0.850301 2.166855 -2.621460 -0.15 0.08 -0.30
H -5.665956 1.547676 -2.999728 -0.10 0.07 -0.26
C -0.637263 -4.996682 -1.957995 -0.42 -1.40 -1.30
C -1.840817 -4.183221 -1.609338 0.73 1.80 0.79
O -1.270382 -2.950984 -1.046236 -0.36 -0.36 -0.33
O 0.270238 -4.311673 -2.796027 -0.67 -0.25 -0.02
H -0.922574 -5.915587 -2.500568 -0.01 0.20 0.29
H -0.178449 -5.279013 -1.038665 0.55 -0.32 0.81
H -2.479224 -4.636304 -0.830506 0.37 0.12 -0.38
H -2.430608 -3.875383 -2.463829 -0.27 -0.29 -0.37
H -0.642948 -2.620404 -1.726903 -0.57 -0.09 0.44
H 0.939959 -3.887985 -2.246697 0.38 0.07 -0.11
```
Positions in Å, forces in eV/Å.

LUMO (eV): 0.05
ΔE to the lowest compared entry with this formula, charge and spin (kcal/mol): 0.00
Kohn-Sham gap (eV): 9.33
HOMO energy (eV): -9.28